{"formula": "C57H145N7O19", "method": "the ωB97M-V functional and the def2-TZVPD basis", "gap_ev": 8.3215, "de_lowest_kcal_mol": 244.3, "total_charge": 0, "multiplicity": 1, "max_force_ev_per_a": 3.3, "molar_mass_g_mol": 1232.8, "energy_ha": -4070.87378, "smiles": "COCCNCCOC.COCCNCCOC.COCCNCCOC.COCCNCCOC.COCCNCCOC.COCCNCCOC.COCCNCCOC.CC(C)O.CC(C)O.CC(C)O.CC(C)O.CC(C)O", "species": ["O", "O", "O", "O", "O", "O", "O", "O", "O", "O", "O", "O", "O", "O", "O", "O", "O", "O", "O", "N", "N", "N", "N", "N", "N", "N", "C", "C", "C", "C", "C", "C", "C", "C", "C", "C", "C", "C", "C", "C", "C", "C", "C", "C", "C", "C", "C", "C", "C", "C", "C", "C", "C", "C", "C", "C", "C", "C", "C", "C", "C", "C", "C", "C", "C", "C", "C", "C", "C", "C", "C", "C", "C", "C", "C", "C", "C", "C", "C", "C", "C", "C", "C", "H", "H", "H", "H", "H", "H", "H", "H", "H", "H", "H", "H", "H", "H", "H", "H", "H", "H", "H", "H", "H", "H", "H", "H", "H", "H", "H", "H", "H", "H", "H", "H", "H", "H", "H", "H", "H", "H", "H", "H", "H", "H", "H", "H", "H", "H", "H", "H", "H", "H", "H", "H", "H", "H", "H", "H", "H", "H", "H", "H", "H", "H", "H", "H", "H", "H", "H", "H", "H", "H", "H", "H", "H", "H", "H", "H", "H", "H", "H", "H", "H", "H", "H", "H", "H", "H", "H", "H", "H", "H", "H", "H", "H", "H", "H", "H", "H", "H", "H", "H", "H", "H", "H", "H", "H", "H", "H", "H", "H", "H", "H", "H", "H", "H", "H", "H", "H", "H", "H", "H", "H", "H", "H", "H", "H", "H", "H", "H", "H", "H", "H", "H", "H", "H", "H", "H", "H", "H", "H", "H", "H", "H", "H", "H", "H"], "xyz": [[25.125690, 10.682770, -29.663360], [7.220310, 12.511730, -26.359610], [24.420060, 13.139290, -21.027350], [8.008030, 23.122980, -26.907210], [19.462340, 16.705380, -11.113140], [16.343460, 25.232660, -17.118830], [5.177230, 8.419180, -20.917720], [10.912130, 13.521570, -18.936390], [20.700050, 21.685320, -12.667370], [19.618970, 17.768240, -18.100050], [20.853020, 21.295540, -20.957620], [11.602620, 10.006780, -25.242840], [18.070300, 9.901040, -11.687690], [12.314420, 21.083020, -26.964620], [16.595780, 13.278590, -19.375940], [13.287970, 20.416930, -15.172150], [10.009390, 8.723210, -18.771860], [20.600690, 21.457090, -26.716050], [17.690720, 13.612670, -24.618620], [18.645480, 18.552880, -13.513460], [18.785750, 20.188060, -18.778560], [8.301790, 7.465750, -21.256560], [13.726930, 23.298260, -15.540310], [10.254940, 12.608070, -26.272690], [18.293420, 12.630940, -21.720390], [10.787270, 23.310070, -27.612070], [8.584900, 24.445000, -27.004920], [12.645230, 9.088000, -25.588130], [18.713570, 17.886190, -19.214650], [10.424110, 8.485540, -20.138540], [12.076290, 11.406100, -25.225830], [11.562430, 15.812560, -19.280860], [16.620290, 8.168070, -12.349640], [9.170300, 8.659450, -21.047110], [10.405690, 14.917860, -19.027120], [23.931820, 15.415970, -21.225230], [9.341720, 14.867010, -20.138700], [25.012390, 14.347670, -21.360180], [13.655600, 19.082270, -15.296690], [22.169970, 21.244270, -21.443450], [12.851880, 22.053540, -27.819860], [11.850030, 22.923130, -28.532760], [20.653640, 19.447490, -28.022910], [24.764140, 11.213110, -28.424960], [20.204020, 20.581020, -13.453670], [26.268110, 14.458640, -20.530380], [22.737450, 20.701970, -27.300880], [19.596320, 22.474580, -12.214030], [16.569840, 12.072360, -20.139650], [19.251780, 21.548960, -19.014780], [17.991390, 17.539740, -12.698080], [16.295190, 26.360990, -17.949470], [16.847770, 12.404610, -21.663050], [5.555750, 8.569280, -19.601720], [14.021310, 21.213480, -14.184960], [19.896610, 15.548320, -10.549820], [11.167040, 8.894320, -17.883930], [15.065590, 23.499750, -16.124390], [7.111500, 23.061920, -25.795820], [6.037400, 12.526160, -25.596210], [18.034250, 8.744110, -12.460710], [18.448460, 9.161390, -13.951950], [23.769190, 10.199630, -27.844320], [7.177350, 7.599900, -22.177650], [6.091020, 8.728990, -21.974320], [18.725990, 19.248150, -19.918550], [8.103930, 11.382890, -26.160810], [9.304860, 11.633720, -26.983060], [19.765270, 16.403160, -17.634430], [21.251550, 20.793970, -27.747110], [18.967410, 12.332660, -22.975710], [18.801740, 16.387190, -12.244330], [24.146340, 12.649730, -28.714960], [19.505630, 19.421860, -12.711880], [10.822140, 12.259350, -24.970480], [9.655070, 24.227080, -28.069210], [15.090230, 24.560430, -17.192480], [13.646060, 22.703050, -14.243580], [15.955800, 13.148800, -18.128500], [20.625360, 21.718120, -19.637880], [19.001520, 13.472250, -23.903810], [13.229240, 20.338960, -26.246180], [17.586660, 14.887730, -25.258710], [19.595180, 19.545910, -28.263880], [9.676730, 14.291600, -21.001700], [20.878840, 22.375460, -26.687160], [8.906270, 12.123590, -27.871460], [10.121760, 25.188220, -28.284900], [26.691830, 15.428860, -20.789680], [8.716280, 6.583200, -21.519980], [6.176730, 23.609800, -25.914650], [9.034090, 24.806340, -26.079840], [10.684360, 8.866030, -16.907040], [12.982930, 9.145090, -26.622930], [17.453630, 9.767070, -10.964240], [27.010340, 13.684060, -20.723300], [25.352530, 14.169590, -22.380320], [15.619160, 11.545450, -20.221290], [6.591030, 9.689600, -21.850590], [8.237450, 11.025100, -25.139900], [16.382790, 12.316610, -17.568820], [19.267810, 22.007240, -11.285710], [13.529800, 9.266960, -24.976900], [19.237690, 18.202390, -14.252750], [18.827970, 8.127860, -12.038420], [23.351010, 21.600030, -27.229290], [6.376230, 12.614440, -24.563980], [15.229660, 24.001830, -18.118010], [16.578950, 15.132030, -25.594770], [11.900630, 15.744560, -20.314830], [13.287400, 22.570590, -16.085640], [9.804210, 10.700450, -27.243360], [17.815760, 17.595060, -18.669410], [19.752530, 19.140120, -20.268740], [12.219450, 23.886360, -28.884660], [23.835750, 13.191830, -27.821780], [13.320420, 20.607520, -25.193720], [10.182790, 11.599690, -24.383810], [15.096020, 21.055820, -14.275790], [13.500930, 22.771320, -27.318240], [19.969050, 12.028050, -22.672330], [18.018270, 15.664320, -24.627270], [18.833030, 12.524350, -20.873300], [22.605990, 22.236620, -21.558420], [16.817890, 11.480080, -22.239630], [24.314050, 16.433630, -21.305040], [12.609260, 11.646350, -26.145790], [20.720050, 18.676710, -27.255070], [17.286800, 11.312890, -19.827780], [19.448470, 19.672230, -18.217470], [20.444680, 14.941880, -11.270890], [20.258810, 18.827680, -12.194420], [24.170040, 9.206550, -28.047320], [18.035590, 19.360110, -20.754560], [12.615920, 22.872450, -13.930170], [20.620600, 15.759040, -9.762720], [12.458600, 15.676010, -18.675620], [14.878070, 13.007070, -18.209220], [18.138290, 8.374510, -14.639490], [24.948480, 12.396670, -21.328830], [17.266870, 17.017700, -13.323100], [18.189270, 14.941050, -26.165420], [21.018040, 18.911170, -28.899080], [18.907300, 17.031260, -19.862460], [19.381420, 14.378940, -23.432980], [23.817460, 10.259780, -26.757050], [7.577540, 23.455250, -24.892380], [6.303940, 7.820310, -19.342190], [7.765590, 25.013720, -27.444680], [10.035130, 15.074620, -18.014100], [24.515360, 11.014630, -30.325910], [10.453990, 22.477220, -27.147960], [10.226020, 12.941220, -18.598690], [8.441400, 14.337010, -19.827850], [18.444000, 22.113380, -19.480660], [20.312390, 16.583570, -16.709110], [18.898990, 22.662630, -13.030400], [20.259520, 15.653130, -18.251900], [13.727610, 20.839570, -13.204120], [23.247720, 12.688880, -29.330640], [19.743340, 13.229690, -24.664710], [13.986250, 18.561190, -14.398210], [6.801160, 22.053140, -25.523530], [12.358430, 8.048280, -25.430560], [11.654780, 9.861160, -18.008100], [11.289960, 16.857100, -19.129860], [10.803570, 7.478640, -20.312480], [21.203310, 21.362670, -28.675740], [15.982740, 14.001390, -17.449930], [16.158770, 8.093140, -11.365020], [4.707350, 8.472590, -18.924250], [14.190720, 23.339300, -13.545990], [12.795650, 19.344980, -26.356190], [16.522980, 7.144730, -12.712130], [19.499970, 9.446530, -13.985360], [17.312300, 17.829920, -11.896380], [19.057510, 15.069130, -10.045450], [7.660970, 10.462910, -26.542300], [22.774850, 20.238750, -26.314920], [18.998400, 19.947560, -11.902890], [15.466810, 22.541930, -16.455620], [16.271600, 13.140470, -22.223980], [23.159310, 15.335970, -21.990030], [16.677930, 26.144140, -18.946750], [18.532310, 11.408680, -23.356560], [10.992880, 13.179840, -24.412220], [15.934020, 8.837160, -12.868750], [14.101600, 25.005010, -17.078140], [20.048950, 23.407170, -11.877130], [6.576320, 6.691240, -22.212290], [9.152550, 15.849000, -20.572310], [17.031250, 27.122110, -17.690620], [5.439980, 11.658680, -25.876690], [22.802250, 10.413520, -28.299700], [22.881270, 20.871210, -20.706570], [7.654540, 7.633530, -23.157070], [5.387010, 8.798410, -22.803570], [23.440330, 20.104820, -27.881810], [23.454710, 15.277750, -20.255000], [9.725510, 13.421560, -25.993340], [12.856030, 18.484120, -15.733710], [19.549100, 21.125650, -14.133790], [8.533610, 9.393020, -20.552540], [13.398720, 21.604110, -28.648760], [11.215540, 9.127060, -20.526080], [9.206050, 23.918180, -29.013180], [17.899990, 10.084850, -14.137660], [14.160070, 20.271940, -26.809360], [11.782930, 7.995370, -17.909680], [15.273220, 26.734800, -18.012230], [5.392150, 13.399740, -25.688960], [21.324130, 21.208500, -18.974460], [18.031470, 15.667060, -11.968330], [21.028140, 20.124780, -14.002100], [11.415430, 22.367520, -29.363730], [26.009270, 14.354810, -19.476660], [22.243400, 20.624030, -22.336770], [12.821570, 11.498260, -24.435790], [18.766680, 16.064360, -17.358490], [24.750740, 13.295540, -29.351930], [20.808060, 22.787480, -19.532090], [6.103000, 9.511060, -19.560920], [19.281310, 21.990250, -18.018540], [25.675940, 11.121980, -27.834690], [15.680700, 23.821870, -15.284170], [9.586830, 9.172010, -21.914230], [19.347370, 15.844140, -13.016010], [14.481220, 19.009180, -16.004570]], "forces_ev_per_angstrom": [[0.9, -0.3, -1.6], [0.7, 0.2, -0.3], [-1.8, -1.8, 0.7], [-0.6, 0.1, 1.7], [1.6, 1.5, 0.6], [-0.9, 1.2, 0.9], [-1.0, -0.3, -1.6], [0.6, 0.8, -0.1], [-0.3, -1.1, -0.1], [1.6, -0.4, -1.0], [-1.1, -0.6, -0.7], [0.9, 0.4, -0.5], [0.0, 1.6, 0.6], [-1.4, 1.7, -0.8], [-0.2, -0.3, -0.1], [-0.2, 1.8, 0.9], [2.2, 0.2, -0.7], [-1.4, 0.2, 0.7], [1.2, 0.8, 1.1], [-0.2, 1.8, 1.0], [-0.8, -0.1, -0.9], [-0.2, 0.6, 1.1], [-0.1, -0.1, -1.5], [-0.9, 0.2, -0.4], [0.2, 1.4, -0.5], [-1.4, 0.9, 0.7], [0.1, -2.2, -1.8], [0.1, 0.4, 0.3], [-1.6, -2.0, 1.0], [-1.9, -0.5, -0.1], [-0.3, -1.1, 0.8], [0.8, 0.9, -0.8], [-0.2, -0.4, -0.6], [0.1, -0.4, 0.5], [-0.2, -2.8, 0.2], [0.4, 0.1, 0.0], [0.3, 0.4, -0.1], [0.8, -0.7, -0.9], [0.9, -0.7, -0.7], [0.6, 0.5, 1.2], [0.9, 1.1, -0.5], [-2.6, 0.4, 0.4], [-1.1, -1.1, -0.3], [-1.5, 0.3, -0.7], [0.1, 0.2, -0.5], [-0.1, 1.1, 0.2], [0.8, -0.8, 0.0], [1.9, 0.0, 0.7], [-1.0, 0.9, -2.5], [-0.7, -1.0, -0.2], [-0.6, -1.0, -2.3], [0.7, 0.3, -0.9], [2.6, -1.3, 1.5], [1.8, 0.0, 0.2], [-0.5, -0.7, 0.2], [1.4, -0.8, 1.9], [-2.3, -0.7, 0.1], [0.0, -0.7, 1.9], [0.1, -0.1, 0.4], [0.6, -0.3, 0.6], [0.3, -0.1, -1.1], [-1.0, -0.1, 2.1], [0.8, 0.8, 0.6], [-0.6, 0.7, -0.7], [0.6, -1.1, 0.9], [2.3, -1.2, 1.8], [-2.0, -0.9, -0.4], [1.4, 1.5, 1.6], [-0.7, 1.9, 0.9], [2.7, 0.0, -0.4], [-0.3, -0.7, 2.6], [-2.2, -0.4, -0.3], [0.4, -0.2, 0.7], [0.6, 1.1, 0.9], [0.9, -1.7, -1.3], [2.1, -0.3, 0.2], [1.2, -2.6, -0.3], [-0.3, 0.1, 0.3], [-0.5, -0.6, 0.6], [0.7, 0.7, 0.6], [-0.7, -0.1, -2.6], [-0.1, -1.6, -0.8], [0.9, -0.2, -0.1], [-0.2, 0.2, 0.3], [0.6, -0.1, 0.2], [0.1, 0.0, 0.0], [0.5, 0.0, -0.2], [0.1, 0.2, 0.0], [0.5, 0.1, 0.5], [0.8, 0.4, 0.3], [0.0, 0.4, -0.5], [-0.3, 0.0, 0.1], [0.2, 0.3, 0.2], [-0.2, 0.4, -0.3], [0.1, 0.2, 0.2], [-0.2, -0.1, -0.4], [-0.1, 1.0, -0.6], [-0.6, 0.4, 1.0], [-0.1, 0.3, 0.3], [0.4, 1.0, 0.6], [0.0, -0.2, 0.1], [-1.1, 0.0, -0.3], [0.1, 0.1, 0.2], [-0.4, -0.7, -0.1], [-0.2, -0.8, -0.3], [-0.8, 0.7, 0.1], [-0.5, -0.8, 0.5], [-1.1, 0.2, -0.6], [-0.2, -0.3, 0.6], [0.0, -0.1, -0.1], [-0.5, 0.3, -0.8], [0.2, 0.2, 0.1], [-1.1, 0.5, -0.7], [0.1, 0.7, -1.2], [0.8, -0.4, -0.3], [0.4, 0.0, 0.2], [0.2, 0.3, -0.1], [-0.3, 0.1, 0.4], [0.2, 0.0, -0.3], [0.4, -0.3, 0.6], [0.4, 0.3, -0.4], [-0.4, 0.2, 0.3], [-0.4, -0.1, -0.3], [-0.3, 0.4, -0.8], [-1.2, -0.5, 0.1], [0.2, 0.0, 0.2], [-0.4, 0.1, -0.3], [0.1, 0.5, 0.6], [0.3, 0.2, 0.3], [0.1, 0.7, 0.8], [-0.3, -0.5, -0.1], [0.4, 0.0, 0.1], [-0.3, 0.0, -0.4], [-0.2, 0.2, 0.5], [-0.2, -0.5, 0.1], [0.0, 0.3, 0.1], [-0.3, -0.5, 0.3], [-0.2, -0.5, -0.4], [0.4, 0.1, -0.1], [0.1, 0.1, 0.0], [-0.2, 0.2, -0.7], [0.3, -0.3, -0.3], [0.6, 0.6, -0.2], [0.1, 0.2, -0.6], [-0.7, 0.2, 0.2], [-0.8, 0.3, 0.2], [0.2, 0.2, 0.1], [0.0, -0.3, 0.3], [0.3, 0.9, 0.4], [-0.6, 0.6, -0.2], [0.0, -0.1, -0.1], [-0.5, 0.1, 0.0], [-0.2, 0.2, 0.0], [-0.2, 0.4, 0.2], [0.2, 0.0, -0.6], [0.2, -0.6, 0.0], [-0.4, -0.2, 0.3], [0.1, 0.5, -0.5], [0.1, -0.1, 0.2], [-0.5, -1.2, 0.1], [0.1, 0.1, -0.4], [-0.1, 0.3, 0.5], [0.4, -0.3, -0.6], [-0.5, 0.2, 0.2], [0.3, -0.2, -0.3], [-0.3, 0.1, 0.0], [0.1, -0.4, 0.5], [-0.1, 0.2, -0.2], [0.9, 0.5, -0.6], [0.7, 0.2, 0.6], [0.0, 0.3, -0.3], [0.6, -0.5, 0.2], [0.3, -0.4, 0.8], [0.1, 0.1, -0.5], [0.0, -0.5, -0.1], [0.7, 1.0, 0.2], [-0.1, -0.7, -0.3], [-0.7, -0.1, -0.6], [-0.2, 0.0, 0.2], [-0.8, -0.5, 0.0], [0.3, 0.0, -0.2], [-0.2, 0.3, 0.7], [0.1, -0.3, 0.0], [-0.5, -0.6, -0.5], [-0.2, 0.0, -0.8], [0.3, -0.1, -0.1], [0.0, -0.1, -0.4], [0.4, 1.3, -0.4], [-0.1, 0.2, -0.3], [0.2, -0.3, 0.4], [-0.5, 0.2, 0.4], [-0.3, 0.1, 1.0], [-0.2, -0.3, 0.6], [-0.2, -0.5, 0.4], [-0.1, -0.8, 0.4], [-0.6, 0.7, -0.8], [0.6, -0.1, -0.4], [-0.6, -0.5, -0.6], [0.0, 0.1, 0.1], [-0.6, 0.2, -1.0], [-0.3, 0.3, 0.1], [-0.4, -0.9, -0.6], [0.1, 0.1, 0.0], [0.6, -0.4, 0.2], [0.0, 0.6, 0.5], [-0.3, -0.4, 0.0], [-0.2, -0.1, -0.3], [0.5, 0.3, 0.5], [0.5, 0.3, -0.3], [0.2, 0.4, 0.0], [0.5, 0.3, -0.9], [0.3, -0.2, 0.2], [-0.4, -0.6, 0.1], [0.3, 0.5, -0.1], [0.1, -0.1, -0.5], [0.1, 0.4, 0.1], [-0.3, 0.3, 0.0], [0.0, 0.0, 0.4], [-0.1, -0.4, -0.1], [0.9, -0.1, 0.5], [0.4, 0.4, -0.2], [-0.3, 0.5, 0.8], [0.5, 0.2, 0.1], [0.0, 1.0, 0.2], [0.3, 0.2, -0.1], [-0.4, -0.3, -0.9], [0.7, 0.4, -0.3], [0.3, -0.1, -0.1]]}